No. 1
Computed, not measured: an isolated ion of composition C5H11O and charge +1, with wB97M-V/def2-TZVPD.

Structure (XYZ):
```
17
Properties=species:S:1:pos:R:3:mulliken_charge:R:1
C -1.30665 -0.70022 0.16280 -0.18
C 0.76060 0.44035 0.78740 -0.20
C -0.79402 -1.82469 -0.60553 -0.93
C 2.06702 0.30582 0.16656 -0.93
C -0.97065 1.74470 -0.25979 -0.56
O -0.46853 0.46040 0.08639 0.08
H -2.22797 -0.67974 0.76068 0.47
H 0.72848 -0.20051 1.70361 0.39
H -0.19895 -1.63222 -1.45089 0.34
H -1.61860 -2.60067 -0.85286 0.34
H -0.09856 -2.29194 0.19298 0.26
H 2.80533 0.89382 0.79318 0.35
H 2.20548 0.62658 -0.88296 0.34
H 2.36112 -0.77611 0.30233 0.30
H -1.47463 2.14340 0.60052 0.38
H -0.01784 2.41752 -0.50140 0.23
H -1.75163 1.67352 -1.00303 0.33
```

Properties
E_tot = -7397.882 eV
gap between HOMO and LUMO (spin up / spin down) = 9.01 / 8.64 eV
total charge = +1
LUMO (spin up / spin down) = -0.172 / -0.177 hartree
ΔE to the lowest compared entry with this formula, charge and spin = 4.370 eV

=====

No. 2
Computed, not measured: a 2-piece molecular cluster, C5H11O2 overall, with wB97M-V/def2-TZVPD.

Structure (XYZ):
```
18
Properties=species:S:1:pos:R:3:mulliken_charge:R:1
C -2.60256 -1.73593 0.17511 -0.90
C -1.55792 -0.71749 -0.46122 0.55
O -1.51040 -0.59176 -1.70034 -0.74
O -0.81618 -0.31223 0.45335 -0.63
H -2.13342 -1.91569 1.20999 0.21
H -2.66432 -2.58797 -0.51004 0.28
H -3.51204 -1.20121 0.46281 0.24
C 2.00350 1.15478 1.03166 0.08
C 2.17429 -0.17524 0.44327 -1.31
C 1.86123 2.22440 -0.11683 -1.07
H 0.88718 1.02382 1.48360 0.10
H 2.77539 1.57047 1.74750 0.33
H 3.01375 -0.14256 -0.22140 0.40
H 1.49732 -0.37862 -0.40156 0.25
H 0.93053 1.88623 -0.72425 0.25
H 1.69119 3.20589 0.34516 0.28
H 2.13105 -1.05388 0.99362 0.36
H 2.72484 2.32224 -0.84140 0.30
```

Properties
E_tot = -9458.674 eV
gap between HOMO and LUMO = 7.99 eV
total charge = -1
LUMO = 0.152 hartree
ΔE to the lowest compared entry with this formula, charge and spin = 1.355 eV

=====

No. 3
Computed, not measured: a 2-piece molecular cluster, C5H11O2 overall, with wB97M-V/def2-TZVPD.

Structure (XYZ):
```
18
Properties=species:S:1:pos:R:3:mulliken_charge:R:1
C 2.22785 0.48153 -2.57499 -1.00
C 1.36619 0.66616 -1.29444 0.65
O 0.26664 1.23367 -1.46539 -0.72
O 1.86500 0.26607 -0.21183 -0.72
H 2.90687 -0.36836 -2.49589 0.28
H 2.74472 1.43005 -2.71684 0.22
H 1.56801 0.31016 -3.42027 0.29
C -1.25058 0.25441 1.32797 -0.04
C -2.01924 -0.63876 0.36800 -1.12
C -0.29064 -0.54533 2.21456 -1.18
H -0.68151 0.95352 0.71678 0.18
H -1.93893 0.77115 1.99801 0.34
H -2.41898 -1.52970 0.85637 0.38
H -1.35891 -0.96538 -0.44885 0.22
H 0.43178 -1.09570 1.62093 0.26
H 0.26640 0.14261 2.85542 0.28
H -2.82545 -0.09009 -0.13045 0.28
H -0.85922 -1.27603 2.80091 0.41
```

Properties
E_tot = -9460.020 eV
gap between HOMO and LUMO = 8.23 eV
total charge = -1
LUMO = 0.155 hartree
ΔE to the lowest compared entry with this formula, charge and spin = 0.009 eV

=====

No. 4
Computed, not measured: a 2-piece molecular cluster, C5H11O2 overall, with wB97M-V/def2-TZVPD.

Structure (XYZ):
```
18
Properties=species:S:1:pos:R:3:mulliken_charge:R:1
C -1.75290 0.42588 0.59692 -0.78
C -2.89974 0.77759 1.52406 -0.90
H -1.87423 0.56556 -0.47658 0.37
H -0.79155 0.87410 0.87236 0.23
H -1.35332 -0.59589 0.67722 0.28
H -2.82080 0.06786 2.34924 0.25
H -3.90741 0.69782 1.10502 0.28
H -2.90330 1.83155 1.80813 0.27
C 1.25638 -0.19743 -0.86868 0.16
C 2.02122 -1.16016 0.04998 -1.11
C 2.14329 0.18434 -2.08276 0.35
O 3.38437 0.11080 -1.95662 -0.72
O 1.49668 0.53585 -3.11033 -0.77
H 0.28980 -0.56608 -1.20720 0.20
H 1.02246 0.67585 -0.25227 -0.01
H 1.44572 -1.37427 0.97400 0.32
H 2.96209 -0.72274 0.37105 0.28
H 2.28125 -2.13063 -0.37354 0.30
```

Properties
E_tot = -9459.455 eV
gap between HOMO and LUMO = 7.04 eV
total charge = -1
LUMO = 0.122 hartree
ΔE to the lowest compared entry with this formula, charge and spin = 0.574 eV

=====

No. 5
Computed, not measured: a 2-piece molecular cluster, C5H11O2 overall, with wB97M-V/def2-TZVPD.

Structure (XYZ):
```
18
Properties=species:S:1:pos:R:3:mulliken_charge:R:1
C 0.86589 1.83283 -1.77724 -0.70
C 0.77450 2.94762 -0.75125 -0.81
H -0.07091 1.61904 -2.12181 0.27
H 1.28218 0.88646 -1.27311 0.19
H 1.28015 2.26742 -2.76595 0.27
H 0.80778 2.51550 0.23614 0.26
H -0.09710 3.53316 -0.95132 0.27
H 1.66042 3.63990 -0.78813 0.24
C -0.19153 -1.71017 0.88921 -0.33
C -1.49168 -1.80332 0.05163 -0.94
C -0.18642 -2.20323 2.45108 0.48
O -1.17522 -1.95215 3.09271 -0.71
O 0.83450 -2.76252 2.75039 -0.71
H 0.61197 -2.45222 0.63687 0.25
H 0.38227 -0.77156 0.83300 0.10
H -2.10927 -2.69350 0.23065 0.30
H -1.11987 -1.97935 -0.95293 0.31
H -2.05765 -0.91388 0.21007 0.25
```

Properties
E_tot = -9458.617 eV
gap between HOMO and LUMO = 6.84 eV
total charge = -1
LUMO = 0.124 hartree
ΔE to the lowest compared entry with this formula, charge and spin = 1.412 eV

=====

No. 6
Computed, not measured: a 2-piece molecular cluster, C5H11O2 overall, with wB97M-V/def2-TZVPD.

Structure (XYZ):
```
18
Properties=species:S:1:pos:R:3:mulliken_charge:R:1
C -1.62047 0.87494 -0.15153 -0.38
C -1.46603 2.41326 -0.05913 -1.00
C -0.76832 0.08873 0.92536 0.45
O -0.32666 0.74446 1.89124 -0.74
O -0.59506 -1.13579 0.71488 -0.76
H -2.64553 0.59955 0.17714 0.25
H -1.42547 0.40661 -1.12390 0.36
H -0.44749 2.72609 -0.28438 0.24
H -1.66783 2.59597 0.98310 0.25
H -2.15148 2.75816 -0.79886 0.36
C 2.86063 -1.33718 -1.42397 -0.88
C 1.35781 -1.51516 -1.19491 -0.67
H 3.01011 -1.72360 -2.42432 0.24
H 3.23996 -0.31592 -1.41037 0.30
H 3.48040 -1.79901 -0.64648 0.24
H 0.90640 -0.51989 -1.11181 0.01
H 1.08873 -1.97340 -0.24358 0.30
H 0.79272 -2.14724 -1.86910 0.42
```

Properties
E_tot = -9459.256 eV
gap between HOMO and LUMO = 7.95 eV
total charge = -1
LUMO = 0.148 hartree
ΔE to the lowest compared entry with this formula, charge and spin = 0.773 eV

=====

No. 7
Computed, not measured: a 2-piece molecular cluster, C5H11O2 overall, with wB97M-V/def2-TZVPD.

Structure (XYZ):
```
18
Properties=species:S:1:pos:R:3:mulliken_charge:R:1
C -3.60797 -0.43955 -1.83544 -0.82
C -3.18857 -1.84158 -1.57101 -0.92
H -4.62696 -0.24732 -1.65142 0.32
H -3.48845 -0.05395 -2.89301 0.26
H -3.01967 0.17213 -1.36247 0.27
H -2.16164 -1.85628 -1.52928 0.23
H -3.37202 -2.49988 -2.36846 0.33
H -3.61261 -2.40341 -0.78258 0.34
C 0.72875 0.52750 0.17284 -0.14
C 1.74090 1.24404 -0.81152 -1.15
C 1.58519 0.33212 1.42743 0.48
O 2.53280 -0.48999 1.21728 -0.75
O 1.24832 0.87206 2.47299 -0.72
H -0.11893 1.17703 0.35000 0.22
H 0.39489 -0.33735 -0.30913 0.12
H 1.97974 2.18139 -0.46815 0.36
H 1.51474 1.21791 -1.91878 0.30
H 2.71221 0.65802 -0.88274 0.26
```

Properties
E_tot = -9458.566 eV
gap between HOMO and LUMO = 7.09 eV
total charge = -1
LUMO = 0.123 hartree
ΔE to the lowest compared entry with this formula, charge and spin = 1.463 eV

=====

No. 8
Computed, not measured: a 2-piece molecular cluster, C5H11O2 overall, with wB97M-V/def2-TZVPD.

Structure (XYZ):
```
18
Properties=species:S:1:pos:R:3:mulliken_charge:R:1
C -0.81694 -0.35459 2.19130 -0.58
C 0.63459 0.04151 1.79120 0.61
O 1.49462 -0.82353 2.05414 -0.74
O 0.74596 1.08210 1.11823 -0.71
H -1.05057 -0.92988 1.27193 -0.20
H -1.56419 0.42527 1.97726 0.28
H -1.08075 -0.98018 3.04646 0.36
C -0.33820 0.32187 -1.58658 0.05
C -0.01024 0.86190 -2.97996 -1.37
C -1.11640 -0.97343 -1.72095 -1.09
H -0.85598 1.04454 -0.96438 0.31
H 0.58997 0.18394 -1.02322 0.24
H 0.61006 1.74022 -3.00193 0.36
H 0.49613 0.07269 -3.54578 0.32
H -2.07073 -0.79293 -2.23753 0.26
H -0.92188 1.06207 -3.56105 0.32
H -1.27957 -1.42891 -0.74664 0.26
H -0.64802 -1.84177 -2.20635 0.31
```

Properties
E_tot = -9459.471 eV
gap between HOMO and LUMO = 7.75 eV
total charge = -1
LUMO = 0.139 hartree
ΔE to the lowest compared entry with this formula, charge and spin = 0.558 eV

=====

No. 9
Computed, not measured: a 2-piece molecular cluster, C5H11O2 overall, with wB97M-V/def2-TZVPD.

Structure (XYZ):
```
18
Properties=species:S:1:pos:R:3:mulliken_charge:R:1
C 2.06947 0.90578 -1.46258 -0.89
C 1.61431 2.35813 -1.31003 0.60
O 2.20821 2.95856 -0.37159 -0.74
O 0.72776 2.80112 -2.06811 -0.72
H 1.40545 0.31712 -2.08828 0.25
H 2.04880 0.48392 -0.45152 0.19
H 3.05861 0.65822 -1.80985 0.37
C -1.64195 -0.62756 1.22892 -0.28
C -1.38345 -2.14484 1.35062 -1.03
C -0.70678 0.00718 0.19934 -1.15
H -2.68276 -0.49220 0.95539 0.34
H -1.41434 -0.18103 2.20146 0.27
H -2.29823 -2.71225 1.20616 0.29
H -0.79234 -2.46003 2.20761 0.29
H -0.83454 -0.50242 -0.76852 0.34
H -0.93641 1.04710 -0.09714 0.37
H -0.75143 -2.50384 0.50570 0.29
H 0.30961 0.08705 0.57242 0.20
```

Properties
E_tot = -9459.414 eV
gap between HOMO and LUMO = 7.25 eV
total charge = -1
LUMO = 0.129 hartree
ΔE to the lowest compared entry with this formula, charge and spin = 0.615 eV

=====

No. 10
Computed, not measured: a 2-piece molecular cluster, C5H11O2 overall, with wB97M-V/def2-TZVPD.

Structure (XYZ):
```
18
Properties=species:S:1:pos:R:3:mulliken_charge:R:1
C 0.47261 1.91859 1.07962 -0.21
C 1.05211 1.09958 -0.07225 -1.05
C -0.26703 1.03589 2.08122 -0.90
H 1.22996 2.68508 1.31389 0.34
H -0.22083 2.66479 0.64864 0.21
H 1.60913 1.69265 -0.79942 0.37
H 0.29596 0.55710 -0.64964 0.11
H -0.54297 0.04049 1.75146 0.22
H 0.36944 0.78716 2.94301 0.26
H 1.69083 0.30480 0.32038 0.32
H -1.14648 1.60934 2.37998 0.30
C -0.84063 -2.43024 -1.06620 -0.51
C -0.39314 -1.55664 -2.26643 0.57
O -1.25729 -0.93875 -2.93264 -0.74
O 0.83785 -1.66309 -2.50022 -0.72
H -1.91393 -2.52071 -0.83921 0.28
H -0.51985 -1.85233 -0.18474 -0.07
H -0.45576 -3.43370 -1.20745 0.23
```

Properties
E_tot = -9459.228 eV
gap between HOMO and LUMO = 7.48 eV
total charge = -1
LUMO = 0.135 hartree
ΔE to the lowest compared entry with this formula, charge and spin = 0.801 eV

=====

No. 11
Computed, not measured: a 2-piece molecular cluster, C5H11O2 overall, with wB97M-V/def2-TZVPD.

Structure (XYZ):
```
18
Properties=species:S:1:pos:R:3:lowdin_spin:R:1
C 0.17147 -0.76526 1.99868 0.09
C 1.70478 -0.66947 2.61874 0.51
H 0.29510 -1.58846 1.29545 0.01
H -0.55453 -0.75806 2.84065 0.03
H -0.06716 0.07215 1.45633 0.01
H 2.07674 0.30219 2.17174 0.08
H 2.22155 -1.43818 2.26505 0.09
H 1.66695 -0.57881 3.69999 0.13
C -0.52356 -0.13034 -1.68570 0.01
C 0.06103 1.27123 -1.71903 0.02
C -2.05885 0.14205 -1.98090 0.00
O -2.39502 -0.48704 -3.03485 0.00
O -2.62275 0.87983 -1.18955 0.00
H -0.23217 -0.78099 -2.48559 0.00
H -0.47919 -0.57883 -0.75745 0.00
H -0.64656 2.08079 -1.43174 0.00
H 0.24548 1.68604 -2.65982 0.00
H 1.13669 1.34116 -1.40202 0.02
```

Properties
E_tot = -9454.370 eV
2S+1 = 2
gap between HOMO and LUMO (spin up / spin down) = 2.71 / 7.72 eV
total charge = -2
LUMO (spin up / spin down) = 0.241 / 0.239 hartree
ΔE to the lowest compared entry with this formula, charge and spin = 1.706 eV

=====

No. 12
Computed, not measured: a 3-piece molecular cluster, C5H11O2 overall, with wB97M-V/def2-TZVPD.

Structure (XYZ):
```
18
Properties=species:S:1:pos:R:3:lowdin_spin:R:1
C 0.90889 -0.31670 -0.54271 0.00
O 1.69139 0.26656 -1.56295 0.00
C -0.29159 0.57035 -0.20754 0.00
C -1.10297 0.10223 0.98949 0.03
C -2.21959 0.82182 1.34199 0.13
C -3.14279 0.57291 2.38735 0.25
H 0.58888 -1.32157 -0.85907 0.00
H 1.45839 -0.45726 0.40126 0.00
H -0.89416 0.68577 -1.12424 0.00
H 0.16625 1.53700 0.01807 0.00
H -1.21211 -0.97815 1.09076 0.00
H -1.41379 1.32273 3.25784 0.56
H -2.53526 1.67961 0.73774 0.00
H -4.08006 1.13118 2.37869 0.01
H -3.20253 -0.43012 2.79906 0.00
H 2.46477 -0.36925 -1.72850 0.00
H 4.23402 -1.73323 -1.83376 0.00
O 3.31397 -1.75957 -2.11915 0.00
```

Properties
E_tot = -9451.533 eV
2S+1 = 2
gap between HOMO and LUMO (spin up / spin down) = 5.89 / 5.64 eV
total charge = -2
LUMO (spin up / spin down) = 0.259 / 0.245 hartree
ΔE to the lowest compared entry with this formula, charge and spin = 4.543 eV